No. 1
A molecular structure, C17H30MnN6O6S2, computed with wB97M-V/def2-TZVPD.

The geometry in ORCA input format:
```
! RIJCOSX wB97M-V def2-TZVPD def2/J DEFGRID3
* xyz 2 2
Mn 0.111 0.279 -0.122
C 1.228 0.480 2.699
N -0.065 0.190 2.050
C -1.056 1.108 2.647
C -0.433 -1.216 2.359
C -1.506 -1.707 1.396
N -1.044 -1.521 -0.004
C -0.136 -2.624 -0.382
C -2.214 -1.619 -0.901
H 1.162 0.263 3.769
H 1.492 1.529 2.573
H 2.023 -0.121 2.264
H -1.050 1.016 3.737
H -2.061 0.894 2.289
H -0.798 2.135 2.400
H -0.780 -1.303 3.395
H 0.466 -1.825 2.248
H -2.431 -1.139 1.530
H -1.722 -2.764 1.588
H -0.663 -3.580 -0.313
H 0.748 -2.658 0.249
H 0.192 -2.482 -1.409
H -2.677 -2.604 -0.802
H -1.892 -1.481 -1.932
H -2.946 -0.850 -0.666
O 0.234 2.545 -2.279
S 0.450 1.264 -2.906
O -0.182 1.041 -4.158
O 0.068 0.176 -1.919
C 2.204 0.979 -3.107
C 2.670 0.886 -4.405
C 4.025 0.683 -4.626
C 4.900 0.601 -3.552
C 4.428 0.679 -2.248
C 3.067 0.853 -2.038
S 2.497 0.772 -0.350
O 1.353 1.698 -0.112
O 3.595 0.947 0.528
O 1.796 -0.544 -0.160
H 1.953 0.955 -5.210
H 4.388 0.590 -5.638
H 5.957 0.471 -3.725
H 5.091 0.623 -1.400
C -3.392 4.996 1.214
C -3.722 5.236 -0.258
C -5.040 4.597 -0.658
C -2.565 4.769 -1.172
N -2.240 3.394 -0.919
C -1.174 2.879 -0.310
N -1.364 1.558 -0.219
N -2.542 1.319 -0.814
N -3.053 2.390 -1.220
H -4.165 5.431 1.843
H -2.443 5.452 1.487
H -3.356 3.930 1.434
H -3.802 6.318 -0.418
H -4.995 3.512 -0.567
H -5.288 4.829 -1.690
H -5.841 4.953 -0.016
H -1.669 5.364 -0.993
H -2.857 4.861 -2.220
H -0.315 3.415 0.038
*
```

Values from the calculation:
**HOMO level (spin up / spin down)**: -0.5872 / -0.5892 Ha
**Gap between HOMO and LUMO (spin up / spin down)**: 4.731 / 6.474 eV
**LUMO (spin up / spin down)**: -11.246 / -9.560 eV

Atom charges from the Löwdin analysis, given in e for atoms 1 to 2: 0.8903 -0.0443

---

No. 2
C17H30N2O4 in the gas phase, computed with wB97M-V/def2-TZVPD.

The geometry in ORCA input format:
```
! RIJCOSX wB97M-V def2-TZVPD def2/J DEFGRID3
* xyz 0 1
C 2.709 2.608 -2.362
C 3.411 1.435 -1.695
O 2.965 1.268 -0.346
C 3.498 2.058 0.581
O 4.378 2.854 0.395
C 2.841 1.820 1.941
N 2.019 0.638 1.969
C 0.720 0.693 1.591
O 0.116 1.733 1.431
C 0.043 -0.670 1.441
C -0.425 -1.158 2.820
C -1.204 -2.478 2.763
C -1.698 -2.833 4.164
C -0.355 -3.613 2.194
N -1.062 -0.518 0.526
C -1.065 -1.133 -0.677
O -0.259 -2.006 -0.947
C -2.179 -0.749 -1.648
C -2.880 0.587 -1.390
C -1.948 1.777 -1.620
C -1.387 1.734 -3.038
C -0.660 0.415 -3.278
C -1.607 -0.764 -3.072
H 2.996 3.538 -1.878
H 1.631 2.489 -2.288
H 2.991 2.653 -3.410
H 3.163 0.493 -2.188
H 4.495 1.586 -1.694
H 3.613 1.780 2.712
H 2.189 2.678 2.136
H 2.493 -0.250 1.917
H 0.732 -1.389 0.989
H 0.449 -1.278 3.463
H -1.062 -0.387 3.259
H -2.072 -2.336 2.111
H -2.313 -2.035 4.572
H -2.292 -3.744 4.138
H -0.855 -2.994 4.833
H 0.573 -3.715 2.753
H -0.121 -3.438 1.147
H -0.898 -4.552 2.261
H -1.627 0.302 0.686
H -2.919 -1.557 -1.566
H -3.312 0.619 -0.387
H -3.714 0.661 -2.094
H -1.124 1.765 -0.905
H -2.502 2.706 -1.467
H -0.707 2.575 -3.196
H -2.205 1.830 -3.757
H 0.176 0.324 -2.580
H -0.256 0.389 -4.292
H -1.070 -1.701 -3.226
H -2.424 -0.710 -3.793
*
```

Values from the calculation:
**HOMO level**: -0.3507 Ha
**SMILES string**: CCOC(=O)CNC(=O)[C@@H](CC(C)C)NC(=O)C1CCCCC1
**Gap between HOMO and LUMO**: 10.246 eV
**LUMO**: 0.703 eV

Atom charges from the Löwdin analysis, given in e for atoms 1 to 2: -0.0484 -0.1992

---

Computed energy above the lowest of the compared OMol25 structures with the same formula, charge and spin (kcal/mol) in order:
15.66 1.62